The following is a DFT calculation (wB97M-V/def2-TZVPD) of a structure of composition C37H90CdF12N3O21S4 at a distorted geometry.

Properties
energy	-6166.4427	a.u.
HOMO level	-6.21	eV
molecular weight	1381.783	g mol⁻¹
LUMO	-0.123	Ha

```
! RIJCOSX wB97M-V def2-TZVPD def2/J DEFGRID3
* xyz -1 1
Cd 4.432 3.949 3.485
C 0.927 0.543 -2.007
C 0.103 1.466 -0.992
C -1.390 1.344 -1.336
C -2.039 0.067 -0.828
C -1.782 -0.152 0.676
C -0.306 -0.035 1.105
N 0.340 1.151 0.471
O 1.656 1.412 1.032
C 0.370 -1.398 0.777
C -0.370 0.107 2.642
C 0.484 2.916 -1.348
H 1.179 1.067 -2.929
H 0.343 -0.328 -2.306
H 1.806 0.207 -1.458
H -1.458 1.424 -2.421
H -1.872 2.186 -0.838
H -1.699 -0.820 -1.363
H -3.111 0.086 -1.022
H -2.228 -1.119 0.908
H -2.514 0.387 1.279
H -0.191 -2.165 1.311
H 1.423 -1.515 1.035
H 0.305 -1.534 -0.303
H -0.922 -0.689 3.140
H -0.910 1.023 2.880
H 0.607 0.107 3.126
H 0.024 3.549 -0.589
H 0.163 3.220 -2.344
H 1.563 3.066 -1.351
C -0.605 5.674 5.213
F -1.018 4.845 6.230
F -0.718 5.095 4.061
F -1.327 6.746 5.154
S 1.287 6.227 5.409
O 1.829 6.217 4.053
O 1.290 7.505 6.089
N 2.099 4.861 6.091
S 1.854 5.038 7.636
O 3.076 5.309 8.430
O 0.687 5.757 8.076
C 1.427 3.172 8.248
F 0.176 2.948 7.855
F 2.194 2.268 7.629
F 1.471 3.136 9.566
C 8.884 4.169 0.379
F 7.958 3.364 -0.210
F 9.201 3.576 1.535
F 10.019 4.188 -0.324
S 8.193 5.966 0.636
O 9.340 6.874 0.596
O 7.191 6.156 -0.414
N 7.398 5.775 2.178
S 7.788 7.136 2.895
O 7.836 8.386 2.131
O 7.034 7.241 4.135
C 9.618 6.786 3.559
F 9.644 6.601 4.863
F 10.125 5.711 2.957
F 10.405 7.790 3.284
C -3.001 -7.661 2.860
C -2.597 -8.507 4.085
O -3.672 -8.364 5.006
H -3.877 -8.087 2.372
H -2.160 -7.640 2.166
H -3.279 -6.649 3.155
H -1.634 -8.239 4.521
H -2.545 -9.556 3.792
H -3.726 -7.449 5.289
C -2.095 3.629 -9.226
C -2.163 3.184 -10.692
O -3.244 3.900 -11.326
H -3.055 3.643 -8.711
H -1.692 4.642 -9.226
H -1.425 2.985 -8.657
H -2.333 2.109 -10.758
H -1.200 3.375 -11.164
H -3.990 3.872 -10.723
C 1.211 -6.084 -3.441
C 2.276 -6.467 -2.409
O 2.843 -7.697 -2.832
H 1.682 -5.897 -4.406
H 0.754 -5.131 -3.175
H 0.462 -6.859 -3.601
H 1.836 -6.523 -1.413
H 3.008 -5.666 -2.509
H 3.380 -7.512 -3.606
C -6.820 4.515 0.184
C -7.118 4.588 -1.335
O -7.564 5.868 -1.682
H -7.685 4.835 0.765
H -6.016 5.210 0.425
H -6.587 3.487 0.463
H -7.768 3.757 -1.610
H -6.149 4.417 -1.804
H -6.788 6.431 -1.723
C 6.531 -1.489 -5.674
C 6.494 -1.437 -7.211
O 6.361 -2.710 -7.732
H 7.445 -1.961 -5.312
H 5.679 -1.975 -5.199
H 6.641 -0.468 -5.309
H 7.376 -0.932 -7.607
H 5.573 -0.894 -7.423
H 6.221 -2.609 -8.676
C 8.100 -3.491 0.526
C 7.302 -2.706 1.526
O 8.095 -2.127 2.528
H 8.718 -4.194 1.085
H 8.623 -2.884 -0.212
H 7.380 -4.046 -0.075
H 6.556 -3.377 1.949
H 6.823 -1.873 1.012
H 8.621 -2.824 2.926
C -8.938 -1.714 -0.774
C -8.313 -2.266 0.434
O -9.326 -2.831 1.203
H -9.511 -2.476 -1.304
H -8.196 -1.372 -1.495
H -9.606 -0.866 -0.622
H -7.866 -1.469 1.029
H -7.506 -2.961 0.204
H -9.590 -2.162 1.839
C 3.917 -3.679 6.389
C 4.717 -4.028 7.646
O 4.543 -5.420 7.994
H 4.352 -2.745 6.032
H 2.884 -3.420 6.618
H 3.947 -4.404 5.576
H 4.378 -3.417 8.483
H 5.782 -3.853 7.492
H 4.875 -5.637 8.869
C -5.142 -5.981 -3.495
C -6.524 -6.656 -3.480
O -6.883 -7.189 -4.738
H -4.850 -5.957 -2.445
H -5.066 -5.011 -3.986
H -4.409 -6.659 -3.932
H -7.225 -5.901 -3.125
H -6.416 -7.517 -2.821
H -6.645 -8.119 -4.737
C 0.647 -2.460 -8.034
C -0.919 -2.508 -7.897
O -1.519 -2.807 -9.138
H 1.127 -2.180 -7.096
H 0.899 -1.636 -8.701
H 1.121 -3.368 -8.407
H -1.191 -1.511 -7.550
H -1.187 -3.276 -7.172
H -2.196 -3.461 -8.953
C -1.551 9.468 -1.675
C -2.787 8.871 -0.978
O -3.866 9.232 -1.746
H -1.753 10.517 -1.891
H -1.307 8.899 -2.572
H -0.676 9.391 -1.030
H -2.993 9.253 0.022
H -2.721 7.783 -0.996
H -3.993 10.183 -1.739
C -7.226 -3.478 7.350
C -5.924 -3.772 6.563
O -5.095 -4.532 7.381
H -7.849 -4.372 7.384
H -7.761 -2.632 6.920
H -6.993 -3.091 8.342
H -5.529 -2.798 6.274
H -6.149 -4.366 5.677
H -5.087 -4.145 8.259
*
```

The following is a DFT calculation (wB97M-V/def2-TZVPD) of the molecule C24H27NO3 at a distorted geometry.

Properties
energy	-1211.1849	a.u.
HOMO level	-7.01	eV
molecular weight	377.484	g mol⁻¹
LUMO	0.023	Ha
SMILES string	CCOC(=O)[C@@](C)(C(C)=O)[C@H](c1ccc(C)cc1)c1c(C)[nH]c2ccccc12

```
! RIJCOSX wB97M-V def2-TZVPD def2/J DEFGRID3
* xyz 0 1
C -3.258 -0.569 1.582
C -2.166 0.357 2.042
O -1.022 -0.404 2.528
C -0.029 0.380 2.983
C 1.267 -0.360 3.478
C 0.894 -1.837 3.417
C 2.331 0.012 2.391
C 3.467 -0.980 2.241
O 2.285 1.047 1.744
O -0.178 1.594 2.963
H -4.119 0.068 1.354
H -3.012 -1.104 0.660
H -3.565 -1.289 2.346
H -1.841 0.984 1.211
H -2.543 0.987 2.850
H 0.030 -2.000 4.075
H 0.637 -2.075 2.374
H 1.731 -2.477 3.760
H 3.113 -1.884 1.700
H 4.285 -0.502 1.675
H 3.885 -1.318 3.204
C 5.281 0.618 4.922
C 4.119 1.490 4.664
N 4.350 2.794 4.343
C 3.147 3.473 4.212
C 2.111 2.539 4.506
C 0.768 2.919 4.530
C 0.478 4.195 4.043
C 1.486 5.024 3.539
C 2.845 4.690 3.628
C 2.730 1.271 4.669
C 1.939 0.002 4.786
C 1.022 -0.080 6.007
C 0.829 0.962 6.916
C -0.225 0.887 7.835
C -0.916 -0.317 8.018
C -2.074 -0.423 8.973
C -0.494 -1.450 7.311
C 0.514 -1.335 6.353
H 5.010 -0.188 5.622
H 5.672 0.186 3.981
H 6.086 1.238 5.358
H 5.271 3.179 4.195
H 0.052 2.294 5.057
H -0.565 4.502 3.985
H 1.172 5.944 3.053
H 3.629 5.333 3.243
H 2.709 -0.765 4.982
H 1.471 1.845 6.861
H -0.504 1.770 8.413
H -2.200 -1.461 9.294
H -1.917 0.189 9.866
H -3.010 -0.101 8.499
H -0.976 -2.416 7.511
H 0.906 -2.225 5.857
*
```

The following is a DFT calculation (wB97M-V/def2-TZVPD) of a structure of composition C8H22KN2O2 at a distorted geometry.

Properties
energy	-1177.5940	a.u.
HOMO level	-12.94	eV
molecular weight	217.374	g mol⁻¹
LUMO	-0.100	Ha

```
! RIJCOSX wB97M-V def2-TZVPD def2/J DEFGRID3
* xyz 1 1
K -0.181 0.280 0.748
C 0.595 3.127 2.389
C -0.310 3.248 1.173
C 0.574 3.116 -0.072
O 1.200 1.793 -0.130
C 1.998 1.594 -1.291
N -1.338 2.253 1.328
H 1.262 2.265 2.378
H 0.081 3.071 3.348
H 1.216 4.018 2.480
H -0.926 4.147 1.138
H 1.369 3.862 -0.094
H -0.078 3.272 -0.931
H 2.910 2.190 -1.310
H 1.424 1.712 -2.210
H 2.374 0.572 -1.231
H -1.818 2.633 2.130
H -1.884 2.193 0.480
C -1.524 -2.384 -2.102
C -1.240 -1.801 -0.662
C -0.147 -2.613 0.034
O -0.464 -3.965 0.150
C 0.580 -4.657 0.669
N -0.835 -0.460 -0.945
H -0.567 -2.564 -2.592
H -2.127 -1.781 -2.780
H -2.122 -3.288 -1.992
H -2.137 -1.745 -0.045
H 0.035 -2.198 1.026
H 0.820 -2.586 -0.469
H 1.548 -4.418 0.228
H 0.478 -5.734 0.535
H 0.591 -4.526 1.751
H 0.043 -0.549 -1.437
H -1.399 -0.078 -1.691
*
```

The following is a DFT calculation (wB97M-V/def2-TZVPD) of a structure of composition C38H32BrCl2N4O6Sr.

Properties
energy	-5663.1900	a.u.
HOMO level	-4.89	eV
molecular weight	879.126	g mol⁻¹
LUMO	0.071	Ha

```
! RIJCOSX wB97M-V def2-TZVPD def2/J DEFGRID3
* xyz -1 1
Sr 0.636 -0.948 -0.984
Br 2.553 1.678 6.003
C 1.766 0.728 4.552
C 1.607 -0.664 4.642
C 1.046 -1.355 3.605
C 0.628 -0.722 2.386
O 0.189 -1.418 1.424
C 0.743 0.714 2.357
C 0.197 1.554 1.326
N -0.446 1.178 0.276
C -1.089 2.131 -0.535
C -1.244 3.467 -0.244
C -1.930 4.343 -1.107
C -2.502 3.887 -2.257
C -2.406 2.515 -2.584
C -2.997 1.978 -3.752
C -2.879 0.648 -4.015
C -2.142 -0.152 -3.115
N -1.570 0.312 -2.036
C -1.696 1.635 -1.739
C 1.332 1.394 3.443
H 1.927 -1.184 5.536
H 0.910 -2.428 3.668
H 0.342 2.620 1.532
H -0.843 3.876 0.673
H -2.008 5.389 -0.838
H -3.039 4.553 -2.922
H -3.531 2.640 -4.424
H -3.312 0.202 -4.900
H -2.005 -1.211 -3.307
H 1.426 2.473 3.392
C 3.381 -7.418 0.736
C 2.056 -6.728 0.881
C 0.863 -7.432 0.856
C -0.345 -6.768 1.003
Cl -1.834 -7.685 0.953
C -0.383 -5.400 1.182
C 0.803 -4.677 1.206
C 2.017 -5.335 1.046
O 3.232 -4.731 1.044
C 3.304 -3.325 1.238
C 2.802 -2.480 0.068
O 2.196 -3.056 -0.871
O 2.973 -1.247 0.181
H 3.988 -7.287 1.634
H 3.953 -6.992 -0.090
H 3.243 -8.485 0.560
H 0.874 -8.507 0.722
H -1.328 -4.884 1.282
H 0.746 -3.602 1.321
H 4.354 -3.103 1.413
H 2.743 -3.021 2.127
N -1.000 -3.014 -1.769
C -0.313 -3.718 -2.386
N 0.420 -4.524 -3.112
C 0.879 -5.811 -2.582
C 2.395 -5.845 -2.446
C 3.080 -5.387 -3.732
C 2.588 -3.999 -4.134
C 1.078 -4.008 -4.319
H 0.540 -6.592 -3.274
H 0.395 -5.976 -1.620
H 2.693 -6.865 -2.188
H 2.682 -5.183 -1.627
H 2.866 -6.096 -4.543
H 4.163 -5.381 -3.593
H 3.056 -3.670 -5.065
H 2.833 -3.269 -3.359
H 0.798 -4.659 -5.156
H 0.708 -3.000 -4.501
Cl -1.265 3.625 -8.052
C -0.558 2.690 -6.756
C -0.173 3.332 -5.591
C 0.373 2.578 -4.562
C 0.524 1.204 -4.694
C 0.138 0.585 -5.876
C -0.402 1.323 -6.918
C 1.017 0.386 -3.516
O 1.363 1.011 -2.488
O 0.968 -0.868 -3.618
H -0.310 4.400 -5.491
H 0.668 3.039 -3.629
H 0.253 -0.488 -5.955
H -0.711 0.850 -7.841
*
```

The following is a DFT calculation (wB97M-V/def2-TZVPD) of the molecule C4H11NSSi at a distorted geometry.

Properties
energy	-901.3488	a.u.
HOMO level	-8.58	eV
molecular weight	133.292	g mol⁻¹
LUMO	0.010	Ha
SMILES string	C[Si](C)=NCCS

```
! RIJCOSX wB97M-V def2-TZVPD def2/J DEFGRID3
* xyz 0 1
C 0.029 0.147 1.739
C -0.986 -0.805 2.463
C 1.221 1.601 -2.226
C 0.066 -1.197 -2.620
N -0.025 -0.223 0.295
Si 0.281 0.136 -1.261
S -1.160 -0.644 4.463
H -0.214 1.317 1.697
H 1.041 0.167 2.027
H -2.010 -0.701 2.246
H -0.771 -1.766 2.348
H 1.897 1.962 -1.468
H 1.604 1.172 -3.099
H 0.321 2.325 -2.509
H 1.038 -1.553 -2.726
H -0.548 -2.014 -2.252
H -0.348 -0.677 -3.426
H -1.434 0.752 4.309
*
```

Question: Among the records above, which one has the highest LUMO?
Answer: C38H32BrCl2N4O6Sr

Question: Which value of molecular weight does entry 5 give?
Answer: 133.292 g mol⁻¹